Record 1
C34H43BF2GeN3O6Ti | wB97M-V/def2-TZVPD

Its electronic energy is -138460.824 eV. The total charge is -1. As for the frontier orbital gap (spin up / spin down): 2.93 / 3.25 eV. The value obtained for the LUMO energy (spin up / spin down) is 1.006 / 1.320 eV. Its spin multiplicity is 3.

Each line ends with the Löwdin charge.
Cartesian coordinates (Å):
Ti 0.57775 -0.73433 -0.16076  0.959
C -0.48995 4.96507 -2.16646  -0.050
C -1.16305 3.59207 -2.04056  -0.697
C -2.49625 3.74417 -1.29736  -0.024
C -1.42985 3.02737 -3.44276  -0.023
O -0.35865 2.70237 -1.32426  -0.344
Ge 1.19465 2.27087 -0.53186  1.085
O 1.52635 0.41417 -1.36536  -0.429
C 2.09585 0.08987 -2.60916  -0.664
C 1.05425 -0.64093 -3.47296  -0.010
C 2.54175 1.36967 -3.33126  -0.051
C 3.30755 -0.81973 -2.34236  -0.020
O 0.44955 1.04927 0.84784  -0.416
C 0.08165 1.48587 2.14244  -0.657
C 0.09845 0.31797 3.14084  -0.005
C -1.32645 2.09047 2.06584  -0.001
C 1.08905 2.53127 2.64804  -0.059
H -1.13545 5.65607 -2.70196  0.077
H -0.28575 5.36647 -1.17636  0.078
H 0.45065 4.87057 -2.70396  0.076
H -3.17325 4.38307 -1.85936  0.082
H -2.95375 2.76667 -1.16496  0.084
H -2.32675 4.18567 -0.31786  0.073
H -2.04855 2.13767 -3.36576  0.075
H -1.93735 3.76407 -4.06176  0.080
H -0.48855 2.76417 -3.91816  0.066
H 0.20955 0.01957 -3.66326  0.091
H 1.48865 -0.94963 -4.42316  0.086
H 0.68205 -1.51483 -2.93676  0.063
H 1.68035 2.02827 -3.44076  0.059
H 3.30615 1.88147 -2.74526  0.075
H 2.93805 1.13257 -4.31606  0.086
H 2.97675 -1.67143 -1.74536  0.059
H 3.74575 -1.17723 -3.27056  0.082
H 4.05805 -0.27173 -1.77296  0.088
H -0.49765 -0.52353 2.79424  0.060
H 1.11865 -0.02453 3.30714  0.067
H -0.31185 0.66037 4.08944  0.094
H -2.02485 1.33057 1.71654  0.096
H -1.64855 2.46537 3.03484  0.087
H -1.32025 2.90807 1.34754  0.063
H 2.09465 2.13247 2.52174  0.069
H 1.00035 3.45827 2.08024  0.058
H 0.92295 2.74457 3.70034  0.086
O -1.70385 -2.47253 2.68814  -0.017
C -2.09255 -1.95563 1.63834  -0.437
O -1.11325 -1.61673 0.62794  0.001
C -3.35015 -1.58653 1.16464  -0.159
C -4.61705 -1.70573 1.75104  -0.033
C -5.72435 -1.24813 1.10744  -0.073
C -5.62025 -0.62553 -0.19026  -0.173
C -6.70825 -0.09593 -0.87356  -0.069
C -6.56845 0.45057 -2.14816  -0.145
C -5.32755 0.48767 -2.74976  -0.127
C -4.21645 0.00137 -2.07386  -0.032
C -4.34425 -0.55493 -0.80496  -0.149
N -3.24525 -1.02993 -0.14586  0.159
H -4.67045 -2.17893 2.72064  0.111
H -6.69805 -1.34213 1.56434  0.083
H -7.68415 -0.10623 -0.40336  0.096
H -7.43505 0.83807 -2.66596  0.078
H -5.20965 0.89257 -3.74686  0.087
H -3.23805 0.03497 -2.52856  0.097
N 2.13885 -1.00333 0.91264  0.077
C 2.93345 -0.76983 1.76114  -0.111
C 3.82685 -0.55683 2.76764  -0.248
C 4.72885 0.54787 2.73494  -0.062
C 5.60855 0.74707 3.76524  -0.122
C 5.64385 -0.11423 4.86304  -0.126
C 4.76575 -1.19973 4.90654  -0.122
C 3.87545 -1.43373 3.89394  -0.059
H 4.70075 1.21367 1.88154  0.106
H 6.28355 1.59097 3.72834  0.094
H 6.34055 0.05557 5.66814  0.081
H 4.77965 -1.86093 5.76214  0.094
H 3.19145 -2.27053 3.92784  0.101
F -1.13065 -0.00503 -1.07756  0.020
B -1.84445 -1.21333 -0.57356  -1.018
F -1.60055 -2.10983 -1.63806  0.123
O 0.89145 -2.34003 -0.93736  -0.225
N 1.23555 -3.53053 -0.45366  -0.069
C 1.69305 -4.48863 -1.33316  0.016
C 2.31265 -5.61153 -0.88466  -0.056
C 2.50745 -5.82313 0.48854  -0.039
C 1.97695 -4.86663 1.36724  -0.027
C 1.34215 -3.75573 0.90484  0.018
H 1.51385 -4.27473 -2.37406  0.144
H 2.65545 -6.34193 -1.60156  0.110
H 3.00605 -6.70303 0.85484  0.103
H 2.05395 -5.01363 2.43324  0.118
H 0.86385 -3.03313 1.55314  0.123

Record 2
C53H72AsCl2GeNO2PPtSbSi3 | wB97M-V/def2-TZVPD

Its electronic energy is -246810.814 eV. The total charge is +2. As for the frontier orbital gap: 5.82 eV. The value obtained for the LUMO energy is -5.964 eV.

Each line ends with the Löwdin charge.
Cartesian coordinates (Å):
Pt -0.65706 -1.18532 -0.09925  0.809
C 2.40810 0.07213 -0.09653  -0.361
C 3.87919 -0.19727 -0.42521  -0.435
As 5.06740 1.35920 -0.05806  1.309
C 4.76255 1.42270 1.86713  -0.436
C 4.84503 0.28676 2.67537  -0.110
C 4.67427 0.38509 4.04767  -0.075
C 4.44283 1.62725 4.63039  -0.082
C 4.36202 2.75995 3.83743  -0.089
C 4.50674 2.65481 2.45709  -0.132
C 6.69225 0.28381 0.03073  -0.427
C 6.90688 -0.77206 -0.85070  -0.124
C 8.08058 -1.51460 -0.78909  -0.083
C 9.05101 -1.20297 0.15138  -0.081
C 8.85276 -0.13790 1.01981  -0.073
C 7.68106 0.60336 0.95779  -0.116
P 1.48973 -1.49970 -0.14273  0.895
C 2.19795 -2.44499 1.23859  -0.359
C 3.32585 -3.24817 1.05704  -0.103
C 3.94682 -3.84971 2.14172  -0.051
C 3.45256 -3.64694 3.42401  -0.054
C 2.34104 -2.83683 3.61494  -0.068
C 1.71887 -2.23690 2.53013  -0.103
C 1.91081 -2.36297 -1.65954  -0.348
C 1.88382 -3.75344 -1.73390  -0.108
C 2.15452 -4.38670 -2.93676  -0.059
C 2.42831 -3.63805 -4.07335  -0.052
C 2.43131 -2.25020 -4.01207  -0.056
C 2.17084 -1.61386 -2.80869  -0.093
H 1.97865 0.80863 -0.77990  0.070
H 2.25855 0.43916 0.92301  0.075
H 3.98168 -0.44838 -1.47875  0.044
H 4.29243 -1.02355 0.14944  0.044
H 5.07162 -0.67949 2.23492  0.101
H 4.75094 -0.50063 4.66760  0.104
H 4.34177 1.70827 5.70626  0.107
H 4.19847 3.73088 4.28892  0.106
H 4.46613 3.54705 1.84520  0.086
H 6.17240 -1.02128 -1.60843  0.090
H 8.23866 -2.33177 -1.48253  0.105
H 9.96447 -1.78171 0.20194  0.107
H 9.61338 0.11857 1.74708  0.109
H 7.54336 1.43125 1.64347  0.104
H 3.73363 -3.40700 0.06762  0.109
H 4.81891 -4.47118 1.98208  0.117
H 3.93778 -4.11525 4.27144  0.116
H 1.95582 -2.67178 4.61396  0.114
H 0.85261 -1.60682 2.69820  0.097
H 1.65984 -4.34584 -0.85568  0.094
H 2.14920 -5.46827 -2.98339  0.117
H 2.63684 -4.13914 -5.00999  0.115
H 2.64426 -1.66586 -4.89784  0.113
H 2.18557 -0.52978 -2.76708  0.106
Cl -0.83866 6.56593 0.17269  0.742
C -0.37653 5.82986 1.67416  -0.584
C -0.39561 6.60907 2.81906  -0.095
C -0.15642 6.03187 4.05510  -0.065
C 0.08792 4.66993 4.14148  -0.101
C 0.13716 3.91869 2.98261  -0.564
Cl 0.41592 2.19777 3.12659  0.710
C -0.06146 4.46905 1.71299  -0.318
N -0.06758 3.65171 0.58124  0.061
C 0.66033 3.87236 -0.61042  -0.240
C 1.82348 4.62883 -0.63133  -0.023
C 2.52048 4.81289 -1.81510  -0.057
C 2.06364 4.24855 -2.99661  -0.066
C 0.88542 3.51929 -2.98055  -0.032
C 0.17449 3.32802 -1.80024  -0.167
C -1.18634 2.67607 -1.87014  -0.040
C -1.26340 1.29615 -1.31977  -0.521
O -2.23201 0.45092 -1.76090  -0.386
O -0.43026 0.88778 -0.51129  -0.122
H -0.63183 7.66102 2.73029  0.113
H -0.18188 6.63803 4.95092  0.117
H 0.25661 4.18850 5.09561  0.111
H -0.19839 2.67819 0.79274  0.057
H 2.18397 5.07383 0.28763  0.122
H 3.42967 5.40076 -1.80923  0.116
H 2.60510 4.39416 -3.92170  0.111
H 0.49274 3.11134 -3.90682  0.117
H -1.55642 2.63753 -2.89581  0.121
H -1.90842 3.27741 -1.29594  0.132
C -0.94260 -5.46864 -1.41585  -0.215
Ge -1.26331 -4.81375 0.39161  0.736
C 0.12304 -5.31345 1.64747  -0.196
C -2.91120 -5.64825 1.00693  -0.215
C -1.55863 -2.86805 0.34019  -0.497
H -0.09150 -6.15193 -1.42297  0.023
H -0.74166 -4.66907 -2.13035  0.012
H -1.81924 -6.02509 -1.75462  0.025
H 0.39081 -6.35412 1.44965  0.036
H -0.25365 -5.24538 2.66962  0.034
H 1.02244 -4.70444 1.57277  -0.014
H -2.81591 -6.72961 0.88182  0.033
H -3.78405 -5.32929 0.43159  0.002
H -3.09484 -5.45120 2.06501  0.030
H -1.92439 -2.59984 1.34995  -0.004
H -2.35864 -2.76577 -0.43375  -0.030
C -5.10620 -2.68154 0.41357  -0.205
Si -5.47078 -1.86151 -1.19230  0.397
C -4.85308 -2.75303 -2.67634  -0.194
C -7.24620 -1.37658 -1.25808  -0.186
Sb -4.18434 0.49311 -1.16546  1.315
Si -4.94957 1.88869 -3.25259  0.388
C -3.85010 1.27373 -4.60152  -0.196
C -4.76149 3.68551 -2.85740  -0.196
C -6.72485 1.45943 -3.50717  -0.216
Si -4.42342 1.55757 1.18271  0.352
C -6.24722 1.36039 1.38529  -0.206
C -3.42490 0.48879 2.29533  -0.200
C -3.88977 3.30935 1.15465  -0.184
H -5.59798 -3.66197 0.41159  0.057
H -5.52262 -2.11120 1.24896  0.039
H -4.04544 -2.84600 0.59357  -0.014
H -5.39488 -3.70001 -2.77216  0.057
H -3.78697 -2.98132 -2.60393  0.035
H -5.01909 -2.18355 -3.59440  0.037
H -7.75551 -2.34582 -1.17144  0.064
H -7.57470 -0.89961 -2.17780  0.021
H -7.56243 -0.76155 -0.41287  0.034
H -2.85335 1.00625 -4.24578  0.019
H -3.74179 2.06971 -5.34539  0.055
H -4.28200 0.40154 -5.09799  0.045
H -3.76362 4.06464 -3.08411  0.038
H -4.98788 3.92673 -1.81715  0.019
H -5.47506 4.23368 -3.48195  0.053
H -6.86645 0.42073 -3.81057  0.028
H -7.09405 2.09496 -4.32039  0.056
H -7.34473 1.66250 -2.62988  0.042
H -6.55355 0.31870 1.50764  0.029
H -6.83701 1.80324 0.57771  0.043
H -6.49593 1.89900 2.30688  0.059
H -3.74305 -0.55730 2.27998  0.029
H -3.53855 0.86516 3.31802  0.058
H -2.36335 0.53200 2.03960  0.011
H -4.41426 3.91599 0.41232  0.034
H -2.81934 3.42092 0.98715  0.019
H -4.11792 3.72849 2.14257  0.063